A single C4H6FN3 molecule. Source: the Open Molecules 2025 dataset; level of theory: wB97M-V/def2-TZVPD.

XYZ file:
```
14
Properties=species:S:1:pos:R:3
N 2.805 0.043 -0.003
C 1.409 -0.167 -0.017
C 0.397 0.811 -0.018
C -0.770 0.090 0.060
C -2.210 0.482 0.162
F -3.005 -0.575 -0.271
N -0.422 -1.217 0.113
N 0.918 -1.395 0.044
H 3.067 0.752 -0.631
H 3.287 -0.815 -0.199
H 0.513 1.902 -0.049
H -2.429 1.366 -0.464
H -2.501 0.713 1.185
H -1.057 -1.991 0.089
```

Output
frontier orbital gap	9.467	eV
SMILES	Nc1cc(CF)[nH]n1
LUMO	0.988	eV

Here are the Mulliken charges for atoms 1 to 5, given in e: -0.51 0.42 -0.48 0.13 -0.15


2 unconnected molecules or ions with the total composition C4H6FNO. Source: the Open Molecules 2025 dataset; level of theory: wB97M-V/def2-TZVPD.

XYZ file:
```
13
Properties=species:S:1:pos:R:3
C -1.181 0.930 0.091
C -0.442 0.445 1.116
C 1.138 -1.911 0.116
C 0.942 0.311 1.148
N 0.136 -1.759 -0.692
O 2.009 -2.634 0.441
F -1.111 -0.113 2.164
H -2.250 1.002 0.170
H -0.694 1.464 -0.703
H 1.422 0.009 2.061
H 1.543 0.810 0.414
H -0.458 -0.911 -0.606
H -0.176 -2.464 -1.353
```

Output
frontier orbital gap (alpha / beta)	7.559 / 7.563	eV
LUMO (alpha / beta)	-0.156 / -0.154	eV

Here are the Mulliken charges for atoms 1 to 5, given in e: -1.08 0.86 0.49 -1.21 -0.18


A single C4H6FNO2 molecule. Source: the Open Molecules 2025 dataset; level of theory: wB97M-V/def2-TZVPD.

XYZ file:
```
14
Properties=species:S:1:pos:R:3
O 2.112 -0.469 1.791
C 1.507 -0.774 0.790
C 0.226 -0.037 0.376
C -0.292 -0.426 -0.954
C -1.544 -0.277 -1.353
O -2.498 0.264 -0.550
N 0.437 1.345 0.728
F 1.306 2.067 -0.281
H 1.836 -1.548 0.230
H -0.507 -0.384 1.205
H 0.555 -0.772 -1.578
H -2.064 -0.644 -2.242
H -2.061 0.258 0.344
H 0.987 1.397 1.495
```

Output
frontier orbital gap	9.947	eV
SMILES	O=C[C@H](/C=C\O)NF
LUMO	0.209	eV

Here are the Mulliken charges for atoms 1 to 5, given in e: -0.49 -0.31 0.20 -0.18 -0.33


A molecular structure, C4H6FNOS. Source: the Open Molecules 2025 dataset; level of theory: wB97M-V/def2-TZVPD.

XYZ file:
```
14
Properties=species:S:1:pos:R:3
C -1.411 0.306 -1.201
C -0.543 -0.390 -0.105
C -0.022 0.532 0.870
C 1.613 0.222 0.847
H -0.973 1.002 -1.848
H -2.307 0.759 -0.820
H -1.343 -1.170 0.504
H -0.390 0.382 2.160
H -0.159 1.877 0.803
H 2.686 -1.476 0.152
N 2.060 -0.768 -0.102
O 2.247 0.741 1.774
F -2.099 -0.499 -2.212
S 0.641 -1.519 -0.823
```

Output
frontier orbital gap	9.068	eV
LUMO	0.262	eV

Here are the Mulliken charges for atoms 1 to 5, given in e: -0.57 0.30 -0.66 0.41 0.34


Table of E (Eh), in record order: -420.14356; -385.78369; -460.97164; -783.93805
Table of maximum force (eV Å⁻¹), in record order: 1.59; 2.92; 5.51; 6.61